# 1
{
  "formula": "C32H58N3O2P2Pt",
  "method": "ωB97M-V with the def2-TZVPD basis set",
  "symbols": ["C", "C", "C", "C", "C", "H", "H", "H", "N", "P", "P", "C", "H", "H", "C", "O", "C", "H", "C", "C", "C", "C", "C", "H", "H", "H", "C", "H", "H", "H", "C", "H", "H", "H", "C", "H", "H", "H", "C", "H", "H", "H", "C", "H", "H", "H", "C", "H", "H", "H", "C", "H", "H", "H", "C", "H", "H", "H", "C", "H", "H", "H", "C", "H", "H", "H", "C", "H", "H", "H", "Pt", "N", "C", "C", "C", "C", "C", "H", "H", "H", "H", "H", "H", "H", "H", "H", "C", "N", "C", "C", "O", "H", "H", "H", "H", "H", "H", "H"],
  "xyz": [[2.18, -1.40, -0.95], [1.14, 0.41, -2.01], [3.18, -1.43, -1.92], [2.06, 0.37, -3.06], [3.09, -0.57, -3.01], [3.97, -2.16, -1.81], [1.95, 1.10, -3.86], [3.80, -0.63, -3.83], [1.24, -0.44, -0.98], [0.36, -2.58, 0.78], [-0.20, 2.01, -0.18], [2.10, -2.43, 0.16], [2.48, -3.41, -0.19], [2.73, -2.11, 1.00], [-1.75, -0.50, 1.67], [-2.67, -0.70, 2.35], [-0.03, 1.35, -1.96], [0.07, 2.15, -2.70], [-1.76, 3.10, -0.29], [1.29, 3.18, 0.05], [-0.50, -3.68, -0.51], [0.55, -3.44, 2.45], [-2.95, 2.31, 0.27], [-2.85, 2.14, 1.35], [-3.87, 2.89, 0.09], [-3.06, 1.33, -0.23], [-1.64, 4.40, 0.52], [-1.42, 4.20, 1.58], [-0.90, 5.09, 0.10], [-2.61, 4.91, 0.48], [-2.08, 3.48, -1.74], [-2.92, 4.20, -1.73], [-1.25, 3.99, -2.26], [-2.40, 2.62, -2.34], [1.23, 3.78, 1.48], [0.73, 3.11, 2.19], [2.25, 3.94, 1.84], [0.73, 4.76, 1.50], [2.60, 2.39, -0.08], [2.62, 1.52, 0.59], [2.78, 2.08, -1.12], [3.43, 3.06, 0.21], [1.27, 4.29, -1.03], [0.60, 4.12, -1.87], [1.04, 5.27, -0.60], [2.29, 4.39, -1.44], [-0.86, -3.72, 3.00], [-0.74, -4.25, 3.95], [-1.42, -2.80, 3.19], [-1.45, -4.37, 2.34], [1.29, -2.52, 3.44], [2.29, -2.26, 3.08], [0.73, -1.61, 3.64], [1.40, -3.07, 4.39], [1.36, -4.74, 2.34], [2.21, -4.67, 1.65], [1.77, -4.97, 3.34], [0.74, -5.60, 2.05], [-0.05, -3.34, -1.94], [1.01, -3.56, -2.11], [-0.64, -3.95, -2.64], [-0.24, -2.28, -2.17], [-2.02, -3.42, -0.39], [-2.34, -2.64, -1.09], [-2.56, -4.35, -0.61], [-2.33, -3.09, 0.62], [-0.18, -5.17, -0.29], [0.91, -5.36, -0.30], [-0.61, -5.56, 0.64], [-0.61, -5.73, -1.13], [-0.38, -0.41, 0.44], [-1.76, -0.32, -1.30], [-1.31, 0.41, -2.22], [-2.00, 0.31, -3.66], [-1.49, 1.34, -4.66], [-1.66, -1.07, -4.21], [-3.53, 0.42, -3.48], [-1.67, 2.37, -4.35], [-0.41, 1.21, -4.85], [-2.02, 1.18, -5.61], [-1.98, -1.83, -3.50], [-2.16, -1.23, -5.17], [-0.57, -1.17, -4.35], [-3.97, 1.11, -4.21], [-3.97, -0.57, -3.62], [-3.80, 0.76, -2.48], [-0.02, 1.46, 4.18], [1.44, 1.50, 4.30], [2.04, 1.99, 5.54], [2.19, 0.93, 3.35], [1.75, 0.48, 2.28], [-0.44, 2.15, 4.93], [-0.41, 0.45, 4.34], [-0.32, 1.78, 3.18], [2.56, 1.18, 6.08], [2.79, 2.77, 5.32], [1.26, 2.43, 6.18], [3.26, 0.91, 3.61]],
  "charge": 1,
  "fmax_ev_per_a": 4.63,
  "homo_lumo_gap_ev": [5.47, 7.41],
  "multiplicity": 3
}


# 2
{
  "formula": "C5H14",
  "method": "ωB97M-V with the def2-TZVPD basis set",
  "symbols": ["C", "C", "H", "H", "H", "H", "H", "H", "C", "C", "C", "H", "H", "H", "H", "H", "H", "H", "H"],
  "xyz": [[1.81, -1.13, -1.02], [2.84, -0.19, -1.67], [1.37, -1.99, -1.52], [2.26, -1.39, 0.08], [0.93, -0.45, -0.97], [2.48, 0.89, -1.53], [2.87, -0.34, -2.71], [3.76, -0.45, -1.00], [-1.98, 0.13, 0.66], [-1.41, -0.25, 2.09], [-1.65, 1.55, 0.00], [-3.06, -0.08, 0.69], [-1.56, -0.71, -0.01], [-1.96, -0.03, 2.96], [-1.42, -1.41, 2.20], [-2.50, 2.28, 0.20], [-1.61, 1.43, -1.12], [-0.44, 0.09, 2.39], [-0.74, 2.06, 0.28]],
  "charge": -1,
  "fmax_ev_per_a": 2.99,
  "homo_lumo_gap_ev": [2.80, 11.52],
  "e_above_lowest_ev": 1.627,
  "multiplicity": 2
}


# 3
{
  "formula": "C4H12N4",
  "method": "ωB97M-V with the def2-TZVPD basis set",
  "symbols": ["C", "C", "C", "C", "N", "N", "N", "N", "H", "H", "H", "H", "H", "H", "H", "H", "H", "H", "H", "H"],
  "xyz": [[-0.22, 0.36, -1.13], [-0.06, -0.81, -2.08], [0.27, 0.47, 0.15], [0.22, -0.73, 1.06], [0.70, 1.71, 0.64], [1.16, -0.68, 2.14], [-1.03, -0.91, 1.75], [-0.66, 1.53, -1.76], [0.34, -1.57, 0.26], [1.45, 1.58, 1.31], [1.02, 2.30, -0.14], [1.14, 0.27, 2.50], [0.81, -1.23, 2.92], [-1.15, -1.89, 1.98], [-1.79, -0.69, 1.11], [-1.01, 2.21, -1.08], [-1.14, 1.39, -2.65], [-1.03, -1.26, -2.30], [0.38, -0.47, -3.02], [0.61, -1.57, -1.68]],
  "fmax_ev_per_a": 2.20,
  "homo_lumo_gap_ev": 7.76,
  "smiles": "C/C(N)=C(/N)C(N)N",
  "e_above_lowest_ev": 1.470,
  "multiplicity": 1
}


Q: Which value of multiplicity does entry 1 give?
A: 3


Q: multiplicity of number 1 (C32H58N3O2P2Pt)?
A: 3